1.
ORCA calculation (ωB97M-V/def2-TZVPD) on a 2-piece molecular cluster, C5H13NO2 overall in a non-equilibrium geometry.

Output
- structure (SMILES) = CCCC(=O)NC.O
- HOMO level (eV) = -9.28
- E_LUMO (Ha) = 0.028
- gap between HOMO and LUMO (hartree) = 0.3690

Each line ends with the Mulliken charge.
Atoms and positions in Å:
C1 -2.83838 -0.94478 -1.97520  -1.297
C2 -1.59125 -0.13730 -2.37130  -0.153
C3 -0.27128 -0.83492 -2.07473  -0.622
C4 0.14365 -0.56139 -0.63177  0.440
O1 0.16772 -1.56606 0.07815  -0.658
N1 0.65475 0.60795 -0.17038  -0.161
C5 1.01880 1.80164 -0.94747  -0.791
H1 -3.72466 -0.43109 -2.34118  0.352
H2 -2.91616 -1.08329 -0.89162  0.336
H3 -2.97555 -1.98189 -2.31765  0.342
H4 -1.80117 -0.10177 -3.46517  0.307
H5 -1.62363 0.88116 -1.95486  0.218
H6 0.47580 -0.36814 -2.74201  0.233
H7 -0.38322 -1.88986 -2.26531  0.323
H8 1.04238 0.55219 0.75365  0.291
H9 1.14447 1.46569 -1.98547  0.259
H10 1.87374 2.23966 -0.45048  0.337
H11 0.20822 2.52799 -1.02812  0.245
O2 2.51315 1.02894 6.79277  -0.638
H12 1.66482 1.47012 6.68840  0.318
H13 2.22970 0.11290 6.81321  0.320

2.
ORCA calculation (ωB97M-V/def2-TZVPD) on one molecule with the formula C4H5NOS in a non-equilibrium geometry.

Output
- structure (SMILES) = C=[N+]([S-])CC=C=O
- HOMO level (spin up / spin down) (eV) = -8.06 / -8.06
- E_LUMO (spin up / spin down) (Ha) = -0.003 / -0.003
- gap between HOMO and LUMO (spin up / spin down) (hartree) = 0.2935 / 0.2936

Each line ends with the Mulliken charge.
Atoms and positions in Å:
C1 -2.05932 -0.18532 0.14343  -0.206
N1 -0.98403 0.44199 -0.10891  0.107
S1 -0.91796 2.05604 -0.39868  -0.324
C2 0.17649 -0.33638 -0.58272  -0.638
C3 1.61186 -0.01014 -0.05358  -0.700
C4 2.11510 -0.11198 1.11340  0.808
O1 2.65579 -0.15915 2.16891  -0.411
H1 -2.01775 -1.30256 0.27633  0.174
H2 -3.00193 0.39851 0.42490  0.258
H3 0.38334 0.07346 -1.62630  0.252
H4 -0.13916 -1.33717 -0.51948  0.379
H5 2.17757 0.47271 -0.83731  0.301

E? In order: -403.53086; -683.48258 Eh.
Relative energy (zero: lowest compared OMol25 entry of this formula, charge and spin)? In order: 28.7; 78.6 kcal per mole.
Molar mass? In order: 119.2; 115.2 g mol⁻¹.